Run A
# C4H9NO3

A cluster of 3 separate species, C4H9NO3 in total (wB97M-V/def2-TZVPD, the OMol25 dataset).

Positions of all 17 atoms, in Å:
O1 2.690 -0.879 1.722
C1 2.299 -0.381 0.707
C2 1.083 0.623 0.743
C3 0.726 -0.551 0.006
O2 1.320 0.755 -2.140
N1 -2.833 -1.135 0.020
C4 -2.469 -0.086 0.571
O3 -1.693 0.941 0.032
H1 2.954 -0.362 -0.173
H2 1.139 1.509 0.120
H3 0.666 -0.306 -1.083
H4 0.306 -1.407 0.517
H5 1.043 1.139 -2.978
H6 -3.466 -1.121 -0.766
H7 -2.841 0.292 1.543
H8 -1.583 0.164 -0.559
H9 0.659 0.806 1.720

Kohn-Sham gap = 0.188 Eh
HOMO level = -8.27 eV
charge = 0

Run B
# C4H9NO3

A cluster of 2 separate species, C4H9NO3 in total (wB97M-V/def2-TZVPD, the OMol25 dataset).

Positions of all 17 atoms, in Å:
C1 -1.118 1.246 0.233
C2 -0.700 0.940 -1.181
O1 -0.951 1.591 -2.155
N1 0.112 -0.210 -1.433
C3 0.422 -1.133 -0.389
C4 -0.803 -1.760 0.278
O2 -0.740 -2.680 1.065
H1 -0.289 1.127 0.985
H2 -1.227 2.346 0.333
H3 -2.018 0.903 0.737
H4 0.533 -0.355 -2.333
H5 1.042 -1.914 -0.791
H6 1.119 -0.787 0.321
H7 -1.766 -1.393 0.036
O3 1.794 0.890 1.472
H8 2.063 0.162 1.959
H9 2.528 1.025 0.863

Kohn-Sham gap = 0.363 Eh
structure (SMILES) = CC(=O)NCC=O.O
HOMO level = -9.51 eV
charge = 0

run B wins, 0.3000 hartree ahead of the next structure.

Run A
# C4H9NO3

A cluster of 2 separate species, C4H9NO3 in total (wB97M-V/def2-TZVPD, the OMol25 dataset).

Positions of all 17 atoms, in Å:
C1 1.996 -1.705 0.743
C2 0.971 -0.926 1.090
O1 1.108 0.324 1.609
O2 -0.306 -1.409 1.538
H1 1.841 -2.678 0.317
H2 3.012 -1.357 0.825
H3 1.993 0.646 1.388
H4 -0.357 -2.343 1.314
C3 -1.049 1.548 -1.963
C4 -0.836 0.547 -0.852
N1 -1.563 0.719 0.259
O3 0.023 -0.332 -0.939
H5 -0.290 1.417 -2.734
H6 -1.000 2.571 -1.586
H7 -2.018 1.390 -2.420
H8 -2.145 1.526 0.384
H9 -1.379 0.062 1.028

Kohn-Sham gap = 0.328 Eh
structure (SMILES) = C=C(O)O.CC(N)=O
HOMO level = -8.15 eV
charge = 0

Run B
# C4H9NO3

A cluster of 2 separate species, C4H9NO3 in total (wB97M-V/def2-TZVPD, the OMol25 dataset).

Positions of all 17 atoms, in Å:
C1 0.979 2.425 1.277
N1 -0.136 1.453 1.063
C2 -0.677 0.677 1.978
O1 -1.663 -0.031 1.845
C3 -0.691 1.452 -0.402
C4 -0.813 0.063 -1.020
O2 -0.470 -0.047 -2.189
H1 1.778 2.125 0.776
H2 0.724 3.382 1.098
H3 1.242 2.311 2.347
H4 -0.224 0.571 2.983
H5 0.075 2.034 -1.018
H6 -1.729 1.882 -0.309
H7 -1.002 -0.741 -0.443
O3 2.371 -4.919 -2.040
H8 2.083 -4.289 -2.736
H9 3.310 -5.172 -2.071

Kohn-Sham gap = 0.378 Eh
structure (SMILES) = CN(C=O)CC=O.O
HOMO level = -9.62 eV
charge = 0

Run C
# C4H9NO3

An isolated molecule of C4H9NO3 (wB97M-V/def2-TZVPD, the OMol25 dataset).

Positions of all 17 atoms, in Å:
O1 2.430 -2.779 -0.268
C1 1.929 -1.665 -0.476
N1 0.577 -1.435 -0.151
O2 0.261 -0.060 -0.084
C2 -0.925 0.258 -0.895
C3 -1.417 1.699 -0.604
C4 -1.831 1.953 0.798
O3 -0.573 1.598 1.592
H1 2.226 -0.760 -0.890
H2 0.321 -1.872 0.799
H3 -1.631 -0.629 -0.798
H4 -0.626 0.181 -1.895
H5 -2.100 2.068 -1.338
H6 -0.611 2.324 -0.802
H7 -2.012 3.051 0.847
H8 -2.859 1.451 1.159
H9 -0.226 0.692 1.126

Kohn-Sham gap = 0.395 Eh
structure (SMILES) = O=CNOCCCO
HOMO level = -9.97 eV
charge = 0

Run D
# C4H9NO3

A cluster of 2 separate species, C4H9NO3 in total (wB97M-V/def2-TZVPD, the OMol25 dataset).

Positions of all 17 atoms, in Å:
H1 -0.959 -1.725 -1.466
N1 -0.316 -1.319 -0.784
C1 -0.897 -0.580 0.057
C2 -2.359 -0.234 0.108
C3 -0.076 0.034 1.162
O1 -0.087 1.264 1.430
O2 0.435 -0.859 1.993
H2 -2.492 0.846 0.019
H3 -2.906 -0.741 -0.687
H4 -2.757 -0.520 1.083
H5 0.991 -0.395 2.639
C4 2.086 0.555 -1.259
O3 1.747 0.705 0.096
H6 1.237 0.725 -1.938
H7 2.890 1.238 -1.546
H8 2.441 -0.472 -1.394
H9 1.021 1.478 0.485

Kohn-Sham gap = 0.385 Eh
structure (SMILES) = [H]/N=C(\C)C(=O)O.CO
HOMO level = -9.68 eV
charge = 0

run A wins, 0.0341 hartree ahead of the next structure.

Run A
# C4H9NO3

A cluster of 2 separate species, C4H9NO3 in total (wB97M-V/def2-TZVPD, the OMol25 dataset).

Positions of all 17 atoms, in Å:
C1 -3.105 -0.477 -0.105
C2 -1.648 0.005 -0.162
O1 -0.807 -0.634 -0.781
O2 -1.451 1.052 0.571
H1 -3.330 -1.461 -0.673
H2 -3.832 0.348 -0.590
H3 -3.252 -0.459 0.895
H4 -0.555 1.258 0.410
C3 2.019 -0.756 0.753
N1 2.369 -0.015 -0.389
C4 1.814 1.174 -0.732
O3 0.962 1.779 -0.050
H5 1.475 -1.780 0.629
H6 2.879 -1.112 1.254
H7 1.256 -0.141 1.426
H8 3.138 -0.493 -0.848
H9 2.067 1.711 -1.610

Kohn-Sham gap = 0.388 Eh
structure (SMILES) = CC(=O)O.CNC=O
HOMO level = -9.75 eV
charge = 0

Run B
# C4H9NO3

A cluster of 3 separate species, C4H9NO3 in total (wB97M-V/def2-TZVPD, the OMol25 dataset).

Positions of all 17 atoms, in Å:
C1 -1.663 1.214 -0.020
C2 -0.873 -0.235 0.190
C3 0.661 -0.233 0.575
C4 1.461 0.951 -0.021
H1 -1.155 1.996 -0.573
H2 -1.787 1.180 1.072
H3 -2.555 0.920 -0.742
H4 -1.646 -0.796 1.074
H5 -1.875 -0.074 -1.267
H6 0.753 -0.263 1.702
H7 0.876 -2.384 0.818
H8 1.525 -1.435 -1.160
H9 2.572 -0.495 -0.094
N1 1.391 -1.479 0.227
O1 -1.107 -1.152 -0.914
O2 2.428 0.283 -0.748
O3 0.992 2.002 -0.120

Kohn-Sham gap = 0.371 Eh
HOMO level = -9.69 eV
charge = 0

Run C
# C4H9NO3

An isolated molecule of C4H9NO3 (wB97M-V/def2-TZVPD, the OMol25 dataset).

Positions of all 17 atoms, in Å:
C1 2.382 0.660 0.069
O1 1.229 -0.098 -0.643
C2 0.555 -1.193 -0.336
C3 -0.586 -0.724 0.612
C4 -1.981 -0.253 0.035
O2 -2.911 -0.939 -0.295
N1 -2.233 1.130 -0.145
O3 -1.034 1.972 -0.047
H1 2.022 0.751 1.096
H2 3.141 -0.130 0.297
H3 2.805 1.411 -0.585
H4 -0.216 -1.309 -1.145
H5 1.148 -2.189 -0.252
H6 -0.068 -0.046 1.462
H7 -0.717 -1.726 1.016
H8 -3.180 1.355 -0.441
H9 -0.355 1.328 -0.698

Kohn-Sham gap = 0.364 Eh
structure (SMILES) = COCCC(=O)NO
HOMO level = -9.25 eV
charge = 0

run A wins, 0.1843 hartree ahead of the next structure.

Run A
# C4H10NO3

The ion C4H10NO3 with charge +1 (wB97M-V/def2-TZVPD, the OMol25 dataset).

Positions of all 18 atoms, in Å:
C1 -1.475 -0.404 1.010
N1 -0.117 0.073 0.903
C2 0.775 -0.703 1.734
C3 0.370 -0.134 -0.789
O1 0.586 -1.383 -1.004
C4 0.101 0.906 -1.611
O2 0.233 0.743 -2.934
O3 -0.232 2.116 -1.022
H1 -1.946 -0.212 1.978
H2 -2.090 0.111 0.348
H3 -1.347 -1.457 0.553
H4 -0.077 1.008 1.111
H5 0.461 -1.816 1.475
H6 1.774 -0.534 1.433
H7 0.491 -0.293 2.721
H8 1.626 -1.597 -0.992
H9 1.104 0.663 -3.373
H10 -0.236 2.911 -1.542

Kohn-Sham gap = 0.368 Eh
structure (SMILES) = C[NH+](C)C(O)=C(O)O
HOMO level = -13.35 eV
charge = +1

Run B
# C4H10NO3

The ion C4H10NO3 with charge +1 (wB97M-V/def2-TZVPD, the OMol25 dataset).

Positions of all 18 atoms, in Å:
C1 -2.416 1.202 -0.469
C2 -1.869 -0.167 -0.268
C3 -0.625 -0.474 0.046
O1 -0.015 -1.711 0.309
O2 0.332 0.493 0.207
C4 1.591 0.125 0.831
N1 2.327 -0.628 -0.472
O3 2.330 1.169 1.080
H1 -3.448 1.227 -0.386
H2 -2.005 1.677 -1.396
H3 -2.060 1.807 0.426
H4 -2.476 -1.023 -0.508
H5 -0.625 -2.385 0.390
H6 1.599 -0.511 1.657
H7 2.199 -1.671 -0.383
H8 3.314 -0.518 -0.304
H9 1.804 -0.227 -1.283
H10 2.229 1.765 0.223

Kohn-Sham gap = 0.334 Eh
structure (SMILES) = C/C=C(/O)O[C@@H]([NH3+])O
HOMO level = -12.62 eV
charge = +1

run B wins, 0.0416 hartree ahead of the next structure.

Run A
# C3H12N2O

A cluster of 3 separate species, C3H12N2O in total (wB97M-V/def2-TZVPD, the OMol25 dataset).

Positions of all 18 atoms, in Å:
C1 1.945 0.826 -0.228
N1 1.200 -0.414 -0.331
O1 1.521 -1.131 0.833
H1 1.516 -2.060 0.551
H2 -0.828 0.952 -1.134
H3 1.758 1.358 0.718
H4 1.669 1.456 -1.081
H5 3.024 0.619 -0.287
C2 -1.255 -1.149 -0.668
C3 -0.901 0.553 1.084
N2 -0.667 0.144 -0.306
H6 -1.952 1.336 -1.268
H7 -2.343 -1.136 -0.570
H8 -0.859 -1.923 -0.001
H9 -0.965 -1.396 -1.691
H10 -1.950 0.451 1.371
H11 -0.603 1.590 1.247
H12 -0.311 -0.076 1.763

Kohn-Sham gap (alpha / beta) = 0.254 / 0.287 Eh
HOMO level (alpha / beta) = -6.74 / -7.16 eV
charge = 0

Run B
# C3H12N2O

A cluster of 2 separate species, C3H12N2O in total (wB97M-V/def2-TZVPD, the OMol25 dataset).

Positions of all 18 atoms, in Å:
C1 1.085 -1.195 -1.782
C2 0.459 -0.345 -0.622
N1 -0.238 0.913 -1.031
C3 -0.473 -1.113 0.251
N2 -1.034 -0.575 1.435
H1 1.345 -2.136 -1.214
H2 1.998 -0.699 -2.216
H3 0.359 -1.292 -2.600
H4 1.370 -0.148 -0.072
H5 -1.133 0.781 -1.427
H6 0.425 1.390 -1.644
H7 -1.417 -1.389 -0.384
H8 0.065 -2.029 0.533
H9 -0.791 0.389 1.662
H10 -2.025 -0.330 1.235
O1 0.349 2.730 2.637
H11 0.034 1.882 2.876
H12 -0.379 3.167 2.360

Kohn-Sham gap = 0.374 Eh
structure (SMILES) = C[C@@H](N)CN.O
HOMO level = -9.27 eV
charge = 0

Run C
# C3H12N2O

A cluster of 2 separate species, C3H12N2O in total (wB97M-V/def2-TZVPD, the OMol25 dataset).

Positions of all 18 atoms, in Å:
N1 0.911 -0.784 1.397
C1 1.708 -0.462 0.221
C2 0.797 -0.039 -0.978
C3 -0.421 0.777 -0.466
N2 -0.575 1.986 -1.254
H1 0.672 -1.759 1.483
H2 1.180 -0.522 2.335
H3 2.372 0.413 0.356
H4 2.386 -1.180 -0.231
H5 0.307 -0.964 -1.385
H6 1.454 0.267 -1.782
H7 -1.246 0.098 -0.537
H8 -0.345 1.135 0.577
H9 -1.262 2.647 -0.979
H10 -0.722 1.891 -2.239
O1 -2.788 -1.128 1.243
H11 -2.157 -0.440 1.027
H12 -2.272 -1.936 1.212

Kohn-Sham gap = 0.360 Eh
structure (SMILES) = NCCCN.O
HOMO level = -8.91 eV
charge = 0

Run D
# C3H12N2O

A cluster of 3 separate species, C3H12N2O in total (wB97M-V/def2-TZVPD, the OMol25 dataset).

Positions of all 18 atoms, in Å:
C1 0.753 -2.180 -1.827
C2 1.120 -2.638 -0.638
H1 -0.232 -2.054 -2.054
H2 1.454 -1.756 -2.509
H3 0.423 -2.871 0.265
H4 2.154 -2.511 -0.240
N1 -0.309 -0.769 1.411
C3 -1.386 0.127 1.326
O1 -0.912 1.597 1.445
H5 0.373 -0.797 0.722
H6 0.168 -0.415 2.231
H7 -1.932 -0.052 0.388
H8 -2.087 0.060 2.153
H9 -1.481 2.090 1.968
N2 0.765 2.816 -1.714
H10 0.747 2.879 -2.682
H11 1.741 3.186 -1.461
H12 -0.146 3.284 -1.384

Kohn-Sham gap = 0.389 Eh
structure (SMILES) = C=C.NCO.N
HOMO level = -9.61 eV
charge = 0

run C wins, 0.0068 hartree ahead of the next structure.

Run A
# C3H12N2O

A cluster of 2 separate species, C3H12N2O in total (wB97M-V/def2-TZVPD, the OMol25 dataset).

Positions of all 18 atoms, in Å:
N1 2.477 -0.077 -0.662
C1 1.499 -0.169 0.362
C2 0.045 -0.351 0.061
C3 -0.819 -1.276 0.956
N2 -2.255 -0.941 0.676
H1 2.197 -0.324 -1.530
H2 3.336 -0.593 -0.502
H3 1.690 -1.032 1.184
H4 1.557 0.790 0.806
H5 -0.113 -0.753 -1.003
H6 -0.417 0.565 -0.128
H7 -0.786 -2.301 0.780
H8 -0.480 -1.329 2.112
H9 -2.428 -0.278 -0.050
H10 -2.662 -0.492 1.475
O1 -0.858 2.322 -1.156
H11 -0.861 3.216 -1.074
H12 -0.072 1.857 -1.198

Kohn-Sham gap = 0.364 Eh
structure (SMILES) = NCCCN.O
HOMO level = -8.98 eV
charge = 0

Run B
# C3H12N2O

A cluster of 2 separate species, C3H12N2O in total (wB97M-V/def2-TZVPD, the OMol25 dataset).

Positions of all 18 atoms, in Å:
C1 -2.039 0.865 0.666
C2 -1.955 -0.340 -0.266
O1 -3.275 -0.825 -0.502
H1 -3.094 1.075 0.841
H2 -1.599 1.758 0.221
H3 -1.532 0.678 1.612
H4 -1.417 -0.058 -1.170
H5 -1.421 -1.171 0.212
H6 -3.236 -1.484 -1.199
N1 1.587 -0.764 -1.027
C3 2.155 0.374 -0.331
N2 2.848 -0.005 0.910
H7 0.894 -1.209 -0.436
H8 2.322 -1.442 -1.193
H9 1.349 1.105 -0.205
H10 2.888 0.839 -0.993
H11 2.169 -0.200 1.595
H12 3.354 0.804 1.264

Kohn-Sham gap = 0.388 Eh
structure (SMILES) = CCO.NCN
HOMO level = -9.68 eV
charge = 0

Run C
# C3H12N2O

A cluster of 2 separate species, C3H12N2O in total (wB97M-V/def2-TZVPD, the OMol25 dataset).

Positions of all 18 atoms, in Å:
C1 -0.683 -0.604 1.935
C2 -0.330 0.502 0.898
N1 0.385 -0.160 -0.289
C3 1.439 0.808 -0.728
N2 1.764 0.627 -2.161
H1 -0.861 -1.550 1.468
H2 0.177 -0.571 2.638
H3 -1.622 -0.274 2.400
H4 0.329 1.268 1.354
H5 -1.102 1.122 0.474
H6 1.082 -0.803 0.110
H7 1.229 1.839 -0.417
H8 2.391 0.640 -0.227
H9 0.843 0.418 -2.554
H10 2.251 -0.244 -2.354
O1 -2.662 -0.712 -0.714
H11 -2.933 -1.581 -0.998
H12 -1.697 -0.728 -0.834

Kohn-Sham gap = 0.384 Eh
structure (SMILES) = CCNCN.O
HOMO level = -9.49 eV
charge = 0

run B wins, 0.0124 hartree ahead of the next structure.

Run A
# C3H12N2O

A cluster of 2 separate species, C3H12N2O in total (wB97M-V/def2-TZVPD, the OMol25 dataset).

Positions of all 18 atoms, in Å:
C1 -0.951 -2.176 -1.084
N1 -0.619 -1.043 -0.336
C2 -1.637 -0.414 0.481
C3 -1.143 0.958 0.960
N2 -1.390 2.018 -0.048
H1 -0.535 -3.143 -0.721
H2 -2.054 -2.261 -1.205
H3 -0.621 -2.232 -2.122
H4 0.265 -0.900 0.123
H5 -2.035 -1.069 1.292
H6 -2.501 -0.164 -0.146
H7 -0.049 0.819 1.028
H8 -1.523 1.350 1.895
H9 -0.892 2.896 -0.027
H10 -1.129 1.530 -0.902
O1 4.679 0.480 0.169
H11 4.618 0.973 -0.655
H12 5.143 1.171 0.675

Kohn-Sham gap = 0.335 Eh
structure (SMILES) = CNCCN.O
HOMO level = -8.32 eV
charge = 0

Run B
# C3H12N2O

A cluster of 3 separate species, C3H12N2O in total (wB97M-V/def2-TZVPD, the OMol25 dataset).

Positions of all 18 atoms, in Å:
C1 1.923 0.164 2.042
C2 1.535 -1.096 2.145
H1 2.515 0.498 1.203
H2 1.549 0.930 2.708
H3 1.706 -1.874 1.415
H4 0.764 -1.415 2.843
N1 -0.014 -1.719 -0.608
C3 -0.024 -1.039 -1.843
O1 -1.299 -0.366 -2.052
H5 -0.059 -1.166 0.243
H6 -0.875 -2.266 -0.617
H7 0.791 -0.317 -1.884
H8 0.054 -1.712 -2.695
H9 -1.585 -0.472 -2.979
N2 -1.631 2.748 0.060
H10 -1.205 3.611 0.398
H11 -2.493 2.678 0.553
H12 -1.653 2.814 -0.931

Kohn-Sham gap = 0.387 Eh
structure (SMILES) = C=C.NCO.N
HOMO level = -9.58 eV
charge = 0

run A wins, 0.0098 hartree ahead of the next structure.

Run A
# C3H12N2O

A cluster of 2 separate species, C3H12N2O in total (wB97M-V/def2-TZVPD, the OMol25 dataset).

Positions of all 18 atoms, in Å:
C1 -0.919 2.092 -0.742
C2 -0.947 1.085 0.364
N1 -0.026 -0.053 0.131
C3 -0.599 -1.303 0.730
N2 0.334 -2.432 0.699
H1 0.043 2.605 -0.787
H2 -1.203 1.675 -1.707
H3 -1.637 2.878 -0.495
H4 -1.974 0.730 0.529
H5 -0.607 1.454 1.336
H6 -0.008 -0.341 -0.851
H7 -0.722 -0.996 1.771
H8 -1.501 -1.596 0.183
H9 1.074 -2.213 1.370
H10 0.897 -2.308 -0.152
O1 2.777 -0.695 -0.576
H11 2.009 -0.164 -0.315
H12 3.008 -0.418 -1.486

Kohn-Sham gap = 0.387 Eh
structure (SMILES) = CCNCN.O
HOMO level = -9.65 eV
charge = 0

Run B
# C3H12N2O

A cluster of 2 separate species, C3H12N2O in total (wB97M-V/def2-TZVPD, the OMol25 dataset).

Positions of all 18 atoms, in Å:
N1 1.260 1.205 -0.116
C1 0.048 1.945 0.981
O1 -1.195 1.549 0.930
H1 1.563 1.801 -0.951
H2 2.111 1.202 0.472
H3 0.731 1.718 1.859
H4 0.143 3.042 0.695
C2 -0.023 -1.752 0.649
C3 -0.669 -1.636 -0.719
N2 -0.734 -0.162 -1.083
H5 0.021 -2.824 0.920
H6 1.027 -1.435 0.493
H7 -0.480 -1.110 1.407
H8 -0.050 -2.104 -1.495
H9 -1.657 -2.065 -0.704
H10 0.203 0.273 -0.933
H11 -1.289 0.386 -0.394
H12 -1.011 -0.034 -2.010

Kohn-Sham gap = 0.309 Eh
HOMO level = -7.73 eV
charge = 0

Run C
# C3H12N2O

A cluster of 2 separate species, C3H12N2O in total (wB97M-V/def2-TZVPD, the OMol25 dataset).

Positions of all 18 atoms, in Å:
C1 -1.083 0.615 -1.657
N1 -0.198 -0.351 -0.995
C2 1.109 0.084 -0.488
C3 1.152 0.216 1.012
N2 0.305 1.287 1.563
H1 -1.221 0.398 -2.720
H2 -0.693 1.633 -1.605
H3 -2.082 0.537 -1.227
H4 -0.089 -1.126 -1.631
H5 1.855 -0.678 -0.723
H6 1.360 1.085 -0.865
H7 1.022 -0.759 1.488
H8 2.172 0.469 1.344
H9 0.600 1.457 2.525
H10 -0.610 0.891 1.808
O1 -1.230 -1.894 1.108
H11 -1.408 -2.671 0.611
H12 -0.961 -1.192 0.453

Kohn-Sham gap = 0.369 Eh
structure (SMILES) = CNCCN.O
HOMO level = -9.11 eV
charge = 0

run A wins, 0.0059 hartree ahead of the next structure.